114
Properties=species:S:1:pos:R:3 method="wB97M-V/def2-TZVPD" total_charge=+1 e_above_lowest_ev=0.115 lumo_ev=-3.45 gap_ev=6.98
K -0.06617 -0.34947 -0.05982
C 1.50789 1.61484 3.28891
C 0.34497 0.61542 3.42201
P -1.16063 1.18942 2.53459
C -2.34927 -0.16990 2.81943
C -3.60682 -0.05424 2.21962
C -4.52799 -1.08432 2.29414
C -4.19956 -2.26756 2.94569
C -2.95508 -2.39867 3.54222
C -2.04106 -1.35144 3.48964
C -1.75978 2.54210 3.58561
C -2.38772 2.33264 4.81173
C -2.78882 3.40897 5.58538
C -2.55984 4.70647 5.14344
C -1.93546 4.92613 3.92491
C -1.54491 3.84516 3.14568
C 2.83515 0.91864 2.96170
P 2.76795 0.20847 1.25016
C 4.00923 -1.12808 1.28949
C 5.11280 -1.15349 2.14131
C 6.00165 -2.21782 2.11686
C 5.80119 -3.27097 1.23448
C 4.70463 -3.26185 0.38390
C 3.81327 -2.19945 0.42064
C 3.52853 1.51674 0.23275
C 2.69063 2.20725 -0.64016
C 3.18820 3.21601 -1.45621
C 4.53666 3.53220 -1.41277
C 5.38372 2.84842 -0.54794
C 4.88153 1.85127 0.27053
H 1.60203 2.18384 4.21559
H 1.29603 2.36081 2.51345
H 0.12557 0.41975 4.47668
H 0.62093 -0.34515 2.97309
H -3.86642 0.85243 1.68258
H -5.49966 -0.96934 1.83001
H -4.91156 -3.08053 2.99352
H -2.69704 -3.31159 4.06396
H -1.07774 -1.47001 3.96765
H -2.57189 1.32105 5.15764
H -3.27943 3.23629 6.53361
H -2.87381 5.54583 5.74879
H -1.75601 5.93350 3.57522
H -1.06949 4.01387 2.18547
H 3.00950 0.09950 3.66566
H 3.67428 1.61243 3.05775
H 5.28223 -0.33981 2.83666
H 6.85168 -2.22600 2.78555
H 6.49707 -4.09885 1.21440
H 4.53996 -4.08264 -0.30224
H 2.94205 -2.20058 -0.22615
H 1.63356 1.96746 -0.69788
H 2.52212 3.74326 -2.12603
H 4.93235 4.30850 -2.05397
H 6.43672 3.09338 -0.51642
H 5.55379 1.31677 0.93191
O -1.02919 1.29941 -1.31036
S -2.27680 2.11342 -1.06455
C -3.59354 1.07493 -1.67415
C -4.90616 1.40190 -1.36592
C -5.92612 0.59089 -1.83783
C -5.62790 -0.52377 -2.61333
C -4.31005 -0.83487 -2.91371
C -3.27696 -0.03968 -2.43188
C -2.33264 3.41398 -2.26429
C -2.03282 3.15838 -3.59814
C -2.06951 4.20482 -4.49954
C -2.40806 5.48537 -4.06705
C -2.69820 5.72669 -2.73565
C -2.65330 4.68288 -1.81683
H -5.13185 2.27596 -0.76767
H -6.95465 0.83179 -1.60634
H -6.42979 -1.14467 -2.98885
H -4.08347 -1.69586 -3.52981
H -2.24143 -0.26364 -2.64912
H -1.77005 2.15766 -3.91500
H -1.83888 4.03033 -5.54116
H -2.44172 6.29852 -4.77907
H -2.95123 6.72395 -2.40445
H -2.86092 4.85858 -0.76903
Se -3.15552 -3.24194 -0.40197
N -2.72018 -4.64708 0.59931
C -1.53516 -4.38798 1.10402
C -0.80556 -5.27395 1.96878
C 0.38553 -4.84715 2.42860
C 0.88268 -3.54556 2.04413
N 0.27504 -2.70976 1.26966
C -0.95972 -3.11156 0.78353
N -1.66612 -2.32623 -0.01032
H -1.22740 -6.23620 2.22315
H 0.99212 -5.45409 3.08533
H 1.85317 -3.23817 2.42277
C 1.24512 -4.72851 -3.37380
C 0.88771 -3.74869 -2.26145
P 1.25212 -1.96395 -2.55144
C 0.22203 -1.61870 -4.03723
C 0.26420 -0.15251 -4.45652
C 2.96698 -2.00916 -3.22077
C 3.68709 -0.67023 -3.10022
H 0.96823 -5.74903 -3.10577
H 2.31547 -4.72681 -3.58167
H 0.73083 -4.48935 -4.30476
H 1.39445 -4.02449 -1.33056
H -0.18318 -3.80198 -2.03608
H -0.80305 -1.90020 -3.77020
H 0.51240 -2.26832 -4.86834
H 0.05963 0.50798 -3.61061
H -0.47352 0.05289 -5.23456
H 1.23913 0.12186 -4.85901
H 2.95131 -2.36675 -4.25514
H 3.51414 -2.76704 -2.65008
H 3.14926 0.13792 -3.59604
H 4.68380 -0.72049 -3.53953
H 3.80049 -0.37880 -2.05391